Record 1
Below is a cluster of 2 separate species, C6H14O in total, with properties calculated with ωB97M-V/def2-TZVPD.

XYZ file:
```
21
Properties=species:S:1:pos:R:3:mulliken_charge:R:1
C 0.795 -1.803 1.073 -1.01
C -0.103 -0.516 1.304 -0.57
C -1.029 -0.105 0.207 0.68
C -1.835 0.959 0.294 -1.16
C -0.829 -0.847 -1.107 -0.25
C -2.144 -1.234 -1.784 -1.08
H 0.226 -2.656 1.469 0.24
H 1.799 -1.719 1.547 0.36
H 1.113 -1.925 -0.063 0.28
H -0.572 -0.567 2.316 0.38
H 0.569 0.296 1.564 0.28
H -2.023 1.612 1.139 0.33
H -2.326 1.305 -0.611 0.28
H -0.276 -1.800 -1.171 0.11
H -0.240 -0.099 -1.771 0.25
H -3.135 -0.875 -1.343 0.34
H -2.217 -2.352 -1.714 0.34
H -2.079 -0.803 -2.914 0.19
H 3.094 3.360 0.312 0.33
H 4.267 3.048 -0.773 0.33
O 4.083 3.056 0.261 -0.67
```

gap between HOMO and LUMO: 9.57 eV
maximum force: 3.9 eV/Å
E: -8494.1928 eV

---

Record 2
Below is a cluster of 2 separate species, C6H14O2 in total, with properties calculated with ωB97M-V/def2-TZVPD.

XYZ file:
```
22
Properties=species:S:1:pos:R:3:mulliken_charge:R:1
O 0.517 -3.119 -2.374 -0.48
C 0.815 -1.931 -2.329 -0.07
C 0.069 -1.084 -1.336 -0.32
C 0.613 0.341 -1.237 -0.67
C -0.622 1.288 -0.948 0.76
C -0.112 2.579 -0.301 -1.38
C -1.729 0.657 -0.254 -1.46
H 1.226 -1.335 -3.140 0.29
H 0.177 -1.547 -0.244 0.27
H -0.911 -1.180 -1.552 0.21
H 1.303 0.355 -0.378 0.25
H 1.236 0.452 -2.192 0.41
H -1.001 1.546 -1.971 0.13
H 0.485 2.577 0.613 0.36
H -1.006 3.137 0.111 0.34
H 0.347 3.371 -1.022 0.30
H -2.510 1.454 0.008 0.37
H -2.185 -0.070 -0.861 0.37
H -1.139 0.296 0.592 0.32
H 0.933 -2.312 5.738 0.32
H 2.196 -3.043 6.464 0.34
O 1.298 -2.432 6.611 -0.66
```

gap between HOMO and LUMO: 10.47 eV
maximum force: 6.2 eV/Å
E: -10541.4847 eV

---

Record 3
Below is a cluster of 2 separate species, C6H14O2 in total, with properties calculated with ωB97M-V/def2-TZVPD.

XYZ file:
```
22
Properties=species:S:1:pos:R:3:mulliken_charge:R:1
C -0.810 1.575 -1.850 -0.24
O -1.177 3.043 -1.926 -0.48
C -0.310 1.071 -0.486 -0.97
C -1.387 0.873 0.617 -0.44
C -1.957 -0.432 0.769 -0.39
C -1.560 -2.937 0.974 -0.70
C -1.139 -1.647 1.119 -0.04
H -1.593 0.970 -2.275 0.30
H 0.149 1.284 -2.436 0.20
H -0.899 3.388 -1.056 0.34
H 0.369 0.155 -0.456 0.38
H 0.361 1.843 -0.040 0.35
H -0.931 1.375 1.470 0.38
H -2.069 1.853 0.294 0.17
H -2.834 -0.437 1.479 0.31
H -2.463 -0.747 -0.256 0.19
H -2.558 -3.371 0.367 0.21
H -0.914 -3.812 1.401 0.23
H -0.263 -1.423 1.856 0.22
H 6.873 -2.461 0.960 0.31
H 5.821 -1.535 1.225 0.32
O 6.669 -1.554 0.752 -0.63
```

gap between HOMO and LUMO: 10.31 eV
maximum force: 6.3 eV/Å
E: -10540.6738 eV

---

Record 4
Below is a cluster of 3 separate species, C6H14O2 in total, with properties calculated with ωB97M-V/def2-TZVPD.

XYZ file:
```
22
Properties=species:S:1:pos:R:3:mulliken_charge:R:1
C -0.701 1.619 1.912 -1.35
C -0.302 0.842 0.660 0.58
C 0.883 0.263 0.526 -0.01
C 1.973 0.451 1.549 -1.33
C -1.251 1.337 -1.555 -0.93
C -1.353 0.730 -0.388 -0.46
H -1.752 1.860 1.839 0.41
H -0.165 2.555 1.934 0.30
H -0.401 1.052 2.803 0.31
H 1.126 -0.222 -0.421 0.47
H 1.643 -0.014 2.486 0.34
H 2.262 1.491 1.640 0.31
H 2.878 -0.089 1.302 0.35
H -0.427 1.771 -2.109 0.29
H -2.136 1.303 -2.161 0.28
H -2.199 0.101 -0.164 0.44
H 1.580 -1.766 -1.541 0.36
H 3.109 -1.244 -2.099 0.31
O 2.154 -1.326 -2.168 -0.68
H -2.089 -2.545 -1.146 0.33
H -1.907 -1.976 0.226 0.33
O -1.777 -2.797 -0.263 -0.65
```

gap between HOMO and LUMO: 9.80 eV
maximum force: 2.0 eV/Å
E: -10542.1184 eV

---

Record 5
Below is a cluster of 2 separate species, C6H14O2 in total, with properties calculated with ωB97M-V/def2-TZVPD.

XYZ file:
```
22
Properties=species:S:1:pos:R:3:mulliken_charge:R:1
C 0.965 2.619 1.649 -1.15
C 1.948 1.767 0.862 -0.33
C 1.557 0.273 0.830 -0.90
C -1.772 -0.114 -1.140 -0.45
O -1.827 -1.163 -2.171 -0.54
C -0.356 0.039 -0.700 -0.32
C 0.098 0.023 0.539 -0.10
H -0.018 2.552 1.199 0.30
H 0.909 2.212 2.662 0.28
H 1.256 3.664 1.719 0.37
H 2.940 1.807 1.335 0.32
H 2.112 2.124 -0.156 0.29
H 2.115 -0.207 0.021 0.28
H 1.853 -0.221 1.750 0.41
H -2.412 -0.563 -0.385 0.32
H -2.186 0.777 -1.624 0.29
H -1.167 -0.971 -2.854 0.30
H 0.335 0.195 -1.534 0.19
H -0.580 -0.069 1.372 0.39
H -0.413 -3.871 -0.401 0.29
H -0.630 -2.379 -0.437 0.40
O -0.590 -3.123 0.178 -0.64
```

gap between HOMO and LUMO: 10.54 eV
maximum force: 1.9 eV/Å
E: -10543.0978 eV

---

Record 6
Below is a cluster of 3 separate species, C6H14O2 in total, with properties calculated with ωB97M-V/def2-TZVPD.

XYZ file:
```
22
Properties=species:S:1:pos:R:3:mulliken_charge:R:1
C -2.332 0.719 -0.613 -1.14
C -1.475 0.247 0.591 -0.19
C -0.611 -0.953 0.516 0.52
C -0.646 -2.072 1.297 -1.18
C 1.623 -1.721 -0.415 -0.89
C 0.446 -1.028 -0.518 -0.24
H -2.772 1.662 -0.497 0.39
H -3.217 -0.010 -0.716 0.28
H -1.796 0.804 -1.596 0.27
H -2.135 0.243 1.468 0.35
H -0.612 1.063 0.711 0.09
H -0.164 -3.030 1.017 0.30
H -1.156 -2.341 2.126 0.39
H 2.439 -1.534 -1.184 0.24
H 1.833 -2.151 0.570 0.34
H 0.339 -0.524 -1.478 0.50
H 1.943 1.108 1.171 0.31
H 1.671 2.741 0.923 0.33
O 1.500 1.863 1.482 -0.66
H 1.886 0.884 -1.631 0.27
H 1.204 2.153 -1.849 0.34
O 2.033 1.879 -1.376 -0.63
```

gap between HOMO and LUMO: 9.31 eV
maximum force: 4.7 eV/Å
E: -10541.1084 eV

---

Record 7
Below is a cluster of 2 separate species, C6H14OS in total, with properties calculated with ωB97M-V/def2-TZVPD.

XYZ file:
```
22
Properties=species:S:1:pos:R:3:mulliken_charge:R:1
C 2.320 0.790 -2.235 -1.26
C 1.350 -0.294 -1.780 -0.34
C 1.600 -0.717 -0.339 -0.68
S 0.418 -2.013 0.173 -0.24
H 2.131 1.119 -3.255 0.35
H 3.354 0.437 -2.170 0.32
H 2.259 1.672 -1.589 0.31
H 0.322 0.073 -1.882 0.23
H 1.429 -1.169 -2.431 0.38
H 1.545 0.147 0.324 0.35
H 2.611 -1.121 -0.244 0.46
H 0.853 -2.088 1.437 0.12
C -2.801 -0.691 0.626 -0.89
C -2.233 0.050 1.569 0.84
O -2.639 -0.093 2.877 -0.54
C -1.188 1.090 1.325 -1.00
H -2.440 -0.656 -0.391 0.25
H -3.612 -1.366 0.860 0.27
H -2.501 0.737 3.334 0.31
H -0.705 0.920 0.368 -0.01
H -1.632 2.090 1.298 0.39
H -0.442 1.083 2.124 0.37
```

gap between HOMO and LUMO: 9.18 eV
maximum force: 0.5 eV/Å
E: -19331.0131 eV

---

Record 8
Below is a cluster of 2 separate species, C6H14P in total, with properties calculated with ωB97M-V/def2-TZVPD.

XYZ file:
```
21
Properties=species:S:1:pos:R:3:mulliken_charge:R:1
C 3.260 -0.206 -0.026 -0.22
C 3.403 -1.387 0.155 -0.13
C 3.223 1.137 -0.715 -0.76
C -1.432 -1.317 -1.099 -0.94
C -2.660 -0.448 1.610 -0.90
C -1.236 1.615 -0.127 -0.99
P -1.383 -0.161 0.341 0.50
H -0.253 -0.510 0.979 0.12
H 3.713 -2.177 0.825 0.34
H 4.254 1.488 -0.688 0.31
H 2.434 1.885 -0.395 0.21
H 3.105 0.833 -1.821 0.26
H -1.097 -2.311 -0.758 0.39
H -0.522 -0.865 -1.692 0.30
H -2.252 -1.360 -1.756 0.37
H -2.207 -0.288 2.642 0.36
H -2.487 -1.616 1.460 0.28
H -3.688 -0.167 1.589 0.38
H -1.612 2.159 0.802 0.35
H -2.165 1.841 -0.720 0.37
H -0.398 1.856 -0.607 0.39
```

charge: +1
gap between HOMO and LUMO: 9.81 eV
maximum force: 7.0 eV/Å
E: -15727.9103 eV